Entry 1:
Here is C27H39CeN2O5 as an isolated structure at a distorted geometry from the Open Molecules 2025 dataset. Energies are from the ωB97M-V functional and the def2-TZVPD basis.

The molecular weight comes out at 611.73 Da. The calculation puts the orbital gap (alpha / beta) at 7.51 / 7.51 eV. The value obtained for the largest force on an atom is 2.08 eV/Å. As for the multiplicity: 1. Its total charge is +1.

Each line ends with the Löwdin charge.
Element x y z (Å)
O: -0.18 0.61 -1.94  -0.219
C: 0.88 0.24 -2.89  -0.096
C: 0.29 1.11 -3.98  -0.059
H: 0.85 -0.84 -3.10  0.135
H: 1.86 0.55 -2.52  0.122
C: -0.82 1.45 -2.97  -0.517
H: -0.09 0.54 -4.83  0.076
H: 0.92 1.95 -4.29  0.135
C: -2.17 0.88 -3.32  0.009
H: -2.08 -0.19 -3.57  0.106
H: -2.61 1.40 -4.18  0.106
H: -2.86 0.98 -2.47  0.074
C: -0.87 2.91 -2.57  0.003
H: 0.14 3.32 -2.43  0.085
H: -1.43 3.04 -1.64  0.070
H: -1.37 3.49 -3.35  0.111
Ce: 0.06 0.21 0.68  1.461
C: 0.89 2.18 2.13  -0.177
C: 2.07 1.40 2.00  -0.144
C: 2.53 1.50 0.65  -0.116
H: 2.58 0.89 2.82  0.132
C: 1.63 2.35 -0.05  -0.144
C: 0.62 2.78 0.86  -0.160
H: -0.17 3.50 0.64  0.127
H: 0.33 2.32 3.06  0.122
H: 3.45 1.05 0.26  0.129
H: 1.76 2.72 -1.07  0.114
C: -2.02 0.52 2.43  -0.137
C: -2.11 1.68 1.62  -0.122
C: -2.45 1.28 0.29  -0.147
H: -2.02 2.71 1.97  0.133
C: -2.57 -0.15 0.29  -0.158
C: -2.32 -0.62 1.61  -0.156
H: -2.43 -1.64 1.96  0.131
H: -1.85 0.52 3.50  0.113
H: -2.70 1.94 -0.53  0.103
H: -2.88 -0.77 -0.56  0.128
O: 0.50 -0.47 -6.25  -0.216
C: -0.05 0.43 -7.27  -0.184
C: 0.29 -0.10 -8.67  -0.153
H: 0.40 1.43 -7.11  0.118
H: -1.14 0.51 -7.11  0.120
C: 1.35 -1.19 -8.43  -0.153
H: 0.66 0.70 -9.31  0.112
H: -0.60 -0.54 -9.13  0.112
C: 1.21 -1.54 -6.93  -0.172
H: 2.34 -0.78 -8.64  0.111
H: 1.18 -2.06 -9.06  0.111
H: 2.19 -1.68 -6.45  0.118
H: 0.62 -2.46 -6.82  0.118
C: -1.99 -2.16 5.31  -0.063
C: -0.80 -1.77 6.16  -0.163
C: 0.55 -1.71 5.38  -0.270
C: 1.76 -1.49 6.36  -0.162
C: 1.61 -0.31 7.30  -0.086
C: 0.80 -3.04 4.67  -0.360
O: 0.88 -4.11 5.25  0.123
N: 0.95 -3.02 3.28  0.234
C: 0.71 -1.95 2.47  -0.499
O: 0.68 -2.05 1.20  -0.087
N: 0.48 -0.75 3.04  0.085
C: 0.46 -0.53 4.39  -0.386
O: 0.31 0.63 4.78  0.062
H: -2.08 -1.53 4.42  0.054
H: -2.91 -2.04 5.89  0.090
H: -1.93 -3.22 5.00  0.088
H: -0.98 -0.79 6.63  0.122
H: -0.67 -2.50 6.98  0.135
H: 1.89 -2.41 6.94  0.127
H: 2.66 -1.38 5.75  0.127
H: 0.78 -0.47 8.00  0.080
H: 2.53 -0.19 7.89  0.084
H: 1.42 0.61 6.74  0.068
H: 1.12 -3.91 2.82  0.182

***

Entry 2:
Here is a 2-piece molecular cluster, C27H39ClN2O3Si overall at a distorted geometry from the Open Molecules 2025 dataset. Energies are from the ωB97M-V functional and the def2-TZVPD basis.

The molecular weight comes out at 503.16 Da. The calculation puts the orbital gap at 3.18 eV. The value obtained for the largest force on an atom is 5.02 eV/Å. As for the multiplicity: 1. Its total charge is +2.

Each line ends with the Löwdin charge.
Element x y z (Å)
C: -0.89 -0.74 4.37  -0.132
C: -2.20 -1.16 3.44  -0.211
C: -1.87 -1.18 1.82  -0.302
O: -1.35 -2.52 1.49  -0.278
Si: -0.80 -2.64 -0.17  0.346
Cl: -0.55 -0.70 -1.14  0.261
C: -2.16 -3.56 -1.17  -0.296
O: -2.82 -4.66 -0.45  -0.263
C: -4.01 -4.22 0.29  -0.121
C: 0.94 -3.49 -0.31  -0.193
C: 1.78 -3.08 1.06  -0.385
C: 2.10 -1.46 1.17  -0.066
O: 3.08 -3.78 0.98  -0.207
C: 3.40 -4.50 2.22  -0.184
C: 2.38 -5.81 2.43  -0.119
C: 2.39 -7.07 1.38  -0.028
C: 1.31 -8.29 1.63  -0.059
C: 0.30 -8.14 2.91  -0.073
C: 0.29 -6.89 3.99  -0.065
C: 1.35 -5.67 3.74  -0.035
H: -0.30 -1.70 4.72  0.080
H: -1.20 -0.16 5.34  0.076
H: -0.22 -0.01 3.72  0.065
H: -3.07 -0.40 3.70  0.117
H: -2.58 -2.23 3.75  0.120
H: -1.13 -0.30 1.61  0.083
H: -2.89 -0.99 1.25  0.129
H: -1.67 -3.98 -2.17  0.122
H: -2.93 -2.72 -1.53  0.098
H: -4.44 -3.18 -0.02  0.094
H: -3.77 -4.18 1.45  0.107
H: -4.89 -5.00 0.17  0.110
H: 0.78 -4.66 -0.39  0.110
H: 1.52 -3.18 -1.30  0.105
H: 1.13 -3.35 2.00  0.132
H: 2.11 -0.98 0.10  0.050
H: 1.26 -0.98 1.87  0.074
H: 3.11 -1.36 1.75  0.095
H: 3.42 -3.83 3.19  0.127
H: 4.48 -4.99 2.14  0.141
H: 3.17 -7.04 0.48  0.106
H: 1.30 -9.17 0.85  0.092
H: -0.49 -8.99 3.08  0.081
H: -0.45 -6.84 4.92  0.093
H: 1.40 -4.73 4.45  0.087
C: 2.63 1.54 -2.62  0.049
N: 1.91 2.83 -2.59  -0.074
C: 2.61 3.98 -2.72  0.036
C: 1.95 5.21 -2.73  0.061
C: 0.56 5.27 -2.61  -0.139
C: -0.12 4.06 -2.45  0.064
C: 0.57 2.85 -2.44  0.040
C: -0.18 6.55 -2.68  -0.136
C: -1.17 6.75 -3.65  0.061
C: -1.90 7.94 -3.68  0.038
N: -1.67 8.91 -2.77  -0.083
C: -0.70 8.76 -1.83  0.036
C: 0.05 7.59 -1.77  0.065
C: -2.48 10.14 -2.78  0.047
H: 3.39 1.55 -1.83  0.121
H: 3.09 1.45 -3.61  0.122
H: 1.93 0.72 -2.45  0.083
H: 3.69 3.90 -2.83  0.161
H: 2.54 6.12 -2.86  0.145
H: -1.21 4.04 -2.33  0.146
H: 0.05 1.90 -2.32  0.111
H: -1.38 5.99 -4.40  0.146
H: -2.67 8.11 -4.42  0.157
H: -0.56 9.58 -1.13  0.161
H: 0.81 7.49 -0.99  0.146
H: -1.80 10.99 -2.87  0.120
H: -3.03 10.18 -1.83  0.122
H: -3.18 10.12 -3.62  0.111

***

Entry 3:
Here is a 6-piece molecular cluster, C27H39F2N2O12PS2 overall from the Open Molecules 2025 dataset. Energies are from the ωB97M-V functional and the def2-TZVPD basis.

The calculation puts the energy relative to the best compared isomer or geometry (same formula, charge and spin) at 0.0 kJ/mol. The SMILES is CC[C@@H](F)[C@](C#N)([C@H](C#N)[PH2]=S)S(=O)(=O)F.O=C1CCCO1.O=C1CCCO1.O=C1CCCO1.O=C1CCCO1.O=C1CCCO1. The molecular weight comes out at 716.72 Da. The calculation puts the orbital gap at 9.56 eV. The value obtained for the largest force on an atom is 0.82 eV/Å. As for the multiplicity: 1.

Each line ends with the Löwdin charge.
Element x y z (Å)
C: 0.08 4.13 -4.63  -0.079
C: -0.33 4.73 -3.27  -0.163
C: -0.35 3.76 -2.10  -0.324
F: -0.72 2.51 -2.52  0.029
C: 1.00 3.54 -1.34  -0.366
C: 2.10 3.33 -2.31  -0.217
N: 2.93 3.16 -3.08  0.242
C: 0.93 2.26 -0.46  -0.425
C: -0.24 2.28 0.43  -0.271
N: -1.15 2.30 1.12  0.208
P: 2.43 1.67 0.50  0.376
S: 2.28 -0.18 1.01  0.262
S: 1.37 5.08 -0.41  0.664
O: 0.32 6.02 -0.58  -0.210
O: 2.73 5.42 -0.59  -0.204
F: 1.21 4.52 1.05  -0.161
H: -0.23 3.09 -4.73  0.077
H: 1.16 4.17 -4.78  0.060
H: -0.38 4.70 -5.43  0.078
H: -1.34 5.14 -3.35  0.124
H: 0.31 5.58 -3.04  0.112
H: -1.08 4.07 -1.35  0.148
H: 0.80 1.43 -1.16  0.128
H: 3.45 2.01 -0.40  -0.004
H: 2.55 2.59 1.54  -0.010
O: 0.76 -3.09 1.03  0.067
C: -0.10 -2.82 1.81  -0.503
C: -1.60 -2.77 1.58  -0.066
C: -2.11 -1.98 2.78  -0.141
C: -1.06 -2.31 3.83  -0.143
O: 0.16 -2.51 3.10  0.013
H: -1.97 -3.80 1.57  0.132
H: -1.81 -2.31 0.61  0.125
H: -3.12 -2.23 3.09  0.089
H: -2.08 -0.91 2.55  0.116
H: -1.30 -3.24 4.36  0.128
H: -0.90 -1.52 4.56  0.125
O: 2.35 7.64 6.52  0.128
C: 1.79 7.35 5.51  -0.484
C: 0.29 7.17 5.28  -0.075
C: 0.24 6.41 3.96  -0.151
C: 1.52 6.88 3.28  -0.161
O: 2.45 7.13 4.34  0.026
H: -0.15 8.17 5.21  0.131
H: -0.15 6.65 6.12  0.125
H: -0.65 6.61 3.36  0.116
H: 0.29 5.34 4.14  0.119
H: 1.38 7.81 2.72  0.131
H: 1.95 6.14 2.62  0.098
O: 0.43 -4.98 -2.74  0.096
C: 1.39 -5.49 -2.24  -0.495
C: 2.11 -5.11 -0.96  -0.076
C: 3.46 -5.81 -1.11  -0.153
C: 3.10 -7.00 -1.98  -0.152
O: 2.00 -6.56 -2.80  0.013
H: 1.52 -5.48 -0.12  0.125
H: 2.18 -4.03 -0.88  0.113
H: 3.92 -6.10 -0.17  0.115
H: 4.14 -5.15 -1.64  0.087
H: 2.76 -7.86 -1.40  0.122
H: 3.90 -7.32 -2.64  0.123
O: 4.19 -4.49 -3.75  0.123
C: 3.80 -3.63 -4.48  -0.459
C: 2.38 -3.34 -4.91  -0.073
C: 2.57 -2.43 -6.12  -0.148
C: 3.90 -1.76 -5.80  -0.154
O: 4.64 -2.73 -5.05  0.028
H: 1.87 -2.84 -4.08  0.133
H: 1.85 -4.27 -5.12  0.127
H: 1.76 -1.72 -6.28  0.114
H: 2.67 -3.03 -7.03  0.117
H: 3.77 -0.87 -5.17  0.124
H: 4.49 -1.49 -6.67  0.123
O: -5.10 -2.52 4.88  0.121
C: -5.94 -2.80 4.07  -0.488
C: -7.45 -2.72 4.20  -0.074
C: -7.94 -3.57 3.03  -0.150
C: -6.80 -3.40 2.03  -0.150
O: -5.61 -3.25 2.83  0.010
H: -7.73 -1.67 4.10  0.132
H: -7.76 -3.08 5.18  0.126
H: -8.90 -3.26 2.63  0.115
H: -8.02 -4.61 3.34  0.118
H: -6.91 -2.51 1.41  0.127
H: -6.65 -4.27 1.39  0.125